(1)
Below is a structure of composition C23H46BrIrN12O4P in a non-equilibrium geometry, with properties calculated with ωB97M-V with the def2-TZVPD basis set.

XYZ file:
```
88
C23H46BrIrN12O4P, DFT ωB97M-V with the def2-TZVPD basis set
Ir 0.00 0.10 -0.38
C -0.84 4.57 2.53
N -0.17 3.29 2.29
C 1.05 3.03 3.05
C -0.59 2.40 1.38
N -0.19 1.16 1.36
N -1.52 2.88 0.46
C -1.91 2.36 -0.76
N -2.87 3.09 -1.39
N -1.43 1.27 -1.23
H -0.62 4.89 3.54
H -1.92 4.47 2.47
H -0.49 5.35 1.84
H 1.46 3.98 3.38
H 1.79 2.55 2.41
H 0.86 2.41 3.93
H 0.52 1.01 2.06
H -1.77 3.85 0.59
H -3.19 3.97 -1.02
H -3.09 2.90 -2.35
H -1.80 0.99 -2.13
N 1.09 -4.05 1.65
C 2.06 -3.74 0.54
C 1.59 -2.54 -0.28
N 1.39 -1.29 0.48
H 1.14 -5.01 1.96
H 0.07 -3.75 1.37
H 1.28 -3.47 2.47
H 2.08 -4.61 -0.12
H 3.04 -3.62 0.99
H 0.64 -2.78 -0.75
H 2.32 -2.35 -1.06
H 2.29 -0.81 0.62
H 0.90 -1.50 1.35
Br 3.60 6.80 -1.23
C 4.24 5.05 -0.94
C 5.60 4.81 -0.85
N 6.11 3.60 -0.64
C 5.26 2.58 -0.51
C 3.88 2.73 -0.59
C 3.35 3.99 -0.81
C 2.98 1.54 -0.43
O 3.49 0.41 -0.29
O 1.73 1.77 -0.47
H 6.31 5.62 -0.94
H 5.69 1.60 -0.34
H 2.29 4.14 -0.89
C -2.65 -5.60 0.92
N -2.95 -4.55 1.90
C -4.04 -4.95 2.80
P -2.80 -3.01 1.31
O -1.37 -2.75 0.88
N -3.31 -2.04 2.55
C -2.52 -2.11 3.79
C -3.66 -0.66 2.21
N -3.78 -2.76 0.03
C -5.22 -2.97 0.14
C -3.34 -2.11 -1.20
H -3.52 -5.83 0.30
H -2.37 -6.51 1.45
H -1.84 -5.30 0.26
H -4.90 -5.33 2.24
H -4.37 -4.10 3.40
H -3.69 -5.74 3.47
H -2.34 -3.15 4.06
H -3.09 -1.64 4.59
H -1.57 -1.59 3.68
H -4.29 -0.63 1.33
H -2.76 -0.05 2.02
H -4.21 -0.22 3.04
H -5.48 -3.33 1.13
H -5.56 -3.69 -0.60
H -5.76 -2.03 -0.03
H -2.26 -2.02 -1.22
H -3.79 -1.11 -1.29
H -3.66 -2.69 -2.06
O -0.04 -0.97 -2.19
N 0.74 -0.59 -3.22
C 2.01 -0.22 -3.02
C 2.80 0.12 -4.10
C 2.27 0.09 -5.38
C 0.95 -0.31 -5.55
C 0.20 -0.65 -4.45
H 2.36 -0.22 -2.00
H 3.83 0.41 -3.91
H 2.88 0.36 -6.23
H 0.50 -0.36 -6.53
H -0.83 -0.97 -4.49
```

**Net charge**: +2
**<S²>**: 0.75
**Orbital gap (alpha / beta)**: 0.2804 / 0.2913 Eh
**Relative energy (zero: lowest compared OMol25 entry of this formula, charge and spin)**: 96.1 kJ/mol
**E_HOMO (alpha / beta)**: -12.363 / -12.658 eV
**Electronic energy**: -132828.551 eV
**2S+1**: 2



(2)
Below is a cluster of 6 separate species, C23H46IN5OP in total in a non-equilibrium geometry, with properties calculated with ωB97M-V with the def2-TZVPD basis set.

XYZ file:
```
77
C23H46IN5OP, DFT ωB97M-V with the def2-TZVPD basis set
C 0.92 -5.37 -1.62
C 1.21 -4.00 -2.39
O 2.00 -4.27 -3.56
C -0.09 -3.20 -2.82
P 0.41 -1.45 -3.46
I -0.14 -0.50 -1.16
H 1.15 -6.22 -2.35
H 1.64 -5.49 -0.75
H -0.16 -5.50 -1.33
H 1.82 -3.34 -1.71
H 1.39 -4.69 -4.19
H -0.58 -3.78 -3.67
H -0.81 -3.06 -1.94
H -0.99 -1.28 -3.85
H 0.67 -0.11 -3.90
H 1.81 -1.66 -3.09
H 0.71 -1.99 -4.77
C 3.13 1.71 2.95
C 4.36 1.19 2.21
C 4.01 0.48 0.90
C 3.15 -0.71 1.18
N 2.47 -1.62 1.40
H 2.47 0.90 3.25
H 3.43 2.24 3.86
H 2.56 2.40 2.33
H 4.91 0.51 2.87
H 5.02 2.03 1.99
H 4.93 0.14 0.41
H 3.49 1.15 0.22
C 1.50 4.53 6.62
C 0.42 3.58 7.12
C 0.56 2.16 6.55
C 0.45 2.20 5.06
N 0.37 2.24 3.90
H 1.45 4.66 5.54
H 1.37 5.51 7.08
H 2.49 4.16 6.88
H -0.57 3.98 6.86
H 0.46 3.52 8.21
H -0.22 1.51 6.94
H 1.53 1.73 6.83
C -2.15 3.67 -6.15
C -1.77 2.44 -6.96
C -1.30 1.28 -6.09
C -0.09 1.67 -5.31
N 0.85 2.00 -4.71
H -1.30 4.07 -5.59
H -2.51 4.47 -6.80
H -2.95 3.44 -5.44
H -0.98 2.72 -7.67
H -2.63 2.12 -7.55
H -1.04 0.42 -6.72
H -2.08 0.97 -5.40
C -2.48 5.85 4.35
C -3.53 6.15 5.41
C -3.18 7.37 6.27
C -1.89 7.13 6.99
N -0.90 6.93 7.56
H -1.52 5.59 4.80
H -2.79 4.99 3.75
H -2.33 6.70 3.69
H -3.66 5.28 6.05
H -4.49 6.34 4.92
H -3.97 7.56 7.00
H -3.07 8.26 5.65
C -0.03 -9.39 -4.01
C -1.29 -8.96 -3.27
C -2.13 -7.96 -4.06
C -1.34 -6.72 -4.31
N -0.72 -5.76 -4.51
H 0.64 -8.54 -4.18
H 0.53 -10.12 -3.43
H -0.27 -9.83 -4.98
H -1.01 -8.54 -2.31
H -1.90 -9.85 -3.07
H -3.03 -7.70 -3.50
H -2.45 -8.38 -5.02
```

**Net charge**: -1
**Orbital gap**: 0.1938 Eh
**Relative energy (zero: lowest compared OMol25 entry of this formula, charge and spin)**: 88.6 kJ/mol
**E_HOMO**: -3.299 eV
**Electronic energy**: -51481.681 eV



(3)
Below is a cluster of 2 separate species, C23H46NO4 in total in a non-equilibrium geometry, with properties calculated with ωB97M-V with the def2-TZVPD basis set.

XYZ file:
```
74
C23H46NO4, DFT ωB97M-V with the def2-TZVPD basis set
C -3.17 -2.57 1.45
C -2.86 -1.42 1.22
C -2.11 -0.13 0.71
C -0.94 -0.50 -0.34
C -0.11 -1.77 0.09
C 1.09 -2.13 -0.90
C 0.70 -3.48 -1.66
C 1.73 -3.92 -2.78
C 3.23 -3.56 -2.44
C 1.55 -5.51 -2.95
O 1.46 -1.05 -1.79
C 2.20 -0.06 -1.16
O 1.90 1.10 -1.42
O 3.27 -0.29 -0.30
C 2.91 0.04 1.09
C 3.73 -0.88 2.09
C 3.15 -2.38 2.12
C 5.27 -1.00 1.73
C 6.16 0.26 2.12
C 5.94 1.53 1.18
C 6.04 0.63 3.66
H -3.24 -3.68 1.61
H -1.71 0.48 1.57
H -2.88 0.51 0.19
H -0.34 0.44 -0.47
H -1.49 -0.69 -1.32
H 0.30 -1.59 1.13
H -0.74 -2.71 0.18
H 1.97 -2.41 -0.24
H 0.70 -4.29 -0.86
H -0.34 -3.37 -2.10
H 1.48 -3.46 -3.80
H 3.88 -4.08 -3.21
H 3.56 -3.96 -1.43
H 3.42 -2.46 -2.51
H 1.99 -6.01 -2.04
H 2.03 -5.90 -3.89
H 0.44 -5.72 -2.93
H 3.13 1.14 1.23
H 1.79 -0.06 1.25
H 3.55 -0.48 3.14
H 3.46 -2.90 3.08
H 3.58 -2.91 1.21
H 2.03 -2.32 2.03
H 5.40 -1.20 0.63
H 5.65 -1.91 2.30
H 7.24 -0.06 1.97
H 5.01 2.09 1.47
H 5.90 1.15 0.11
H 6.82 2.21 1.34
H 6.78 1.44 3.92
H 5.00 0.94 3.96
H 6.28 -0.31 4.24
C -4.37 4.28 -1.03
N -5.84 3.94 -1.20
C -6.06 3.59 -2.65
C -6.67 5.14 -0.85
C -6.24 2.72 -0.36
C -6.09 2.89 1.15
O -4.74 3.16 1.49
H -4.09 4.97 -1.82
H -4.23 4.77 -0.07
H -3.79 3.36 -1.09
H -5.79 4.45 -3.26
H -7.12 3.35 -2.79
H -5.44 2.73 -2.90
H -6.47 5.43 0.18
H -7.72 4.88 -0.98
H -6.40 5.96 -1.52
H -5.60 1.90 -0.70
H -7.28 2.49 -0.61
H -6.39 1.97 1.65
H -6.73 3.70 1.52
H -4.73 3.53 2.38
```

**Net charge**: +1
**Orbital gap**: 0.3346 Eh
**Relative energy (zero: lowest compared OMol25 entry of this formula, charge and spin)**: 646.3 kJ/mol
**E_HOMO**: -11.751 eV
**Electronic energy**: -34266.610 eV



(4)
Below is a cluster of 3 separate species, C23H48FN6O3PSSi in total in a non-equilibrium geometry, with properties calculated with ωB97M-V with the def2-TZVPD basis set.

XYZ file:
```
84
C23H48FN6O3PSSi, DFT ωB97M-V with the def2-TZVPD basis set
N -0.45 -2.08 -0.20
P -1.45 -3.15 -0.84
Si -2.31 -2.45 -2.79
F -3.88 -2.94 -2.84
C -2.34 -0.57 -2.88
N -3.06 -0.13 -1.65
C -1.38 -3.32 -4.18
C -1.13 -2.48 -5.44
S 0.24 -1.26 -5.27
C 1.32 -1.92 -4.07
N 1.74 -1.37 -2.83
N 2.48 -2.22 -2.29
C 2.56 -3.36 -3.12
O 1.82 -3.20 -4.29
H -0.40 -1.24 -0.77
H -2.53 -3.45 0.02
H -0.76 -4.36 -1.11
H -2.89 -0.24 -3.76
H -1.34 -0.15 -2.90
H -2.44 0.32 -1.01
H -3.85 0.45 -1.88
H -1.99 -4.18 -4.48
H -0.45 -3.76 -3.80
H -0.84 -3.15 -6.25
H -2.00 -1.94 -5.79
H 3.11 -4.27 -2.95
C 5.00 0.87 -2.04
C 4.63 1.15 -0.56
C 3.94 2.52 -0.44
C 4.89 3.70 -0.60
C 6.08 3.57 0.35
C 6.81 2.23 0.21
N 5.86 1.09 0.28
O 5.52 0.90 1.52
C 7.59 2.20 -1.12
C 7.87 2.11 1.30
C 3.64 0.06 -0.17
H 5.07 1.77 -2.65
H 5.94 0.32 -2.13
H 4.24 0.24 -2.52
H 3.46 2.59 0.54
H 3.15 2.58 -1.19
H 5.23 3.79 -1.63
H 4.36 4.63 -0.38
H 6.79 4.38 0.17
H 5.73 3.69 1.38
H 8.03 1.22 -1.29
H 8.40 2.93 -1.09
H 6.98 2.46 -1.99
H 7.45 2.23 2.30
H 8.62 2.89 1.17
H 8.38 1.14 1.25
H 4.10 -0.92 -0.21
H 2.79 0.07 -0.85
H 3.24 0.21 0.84
C -4.66 -1.95 3.82
C -3.88 -0.85 3.05
C -3.42 0.24 4.01
C -4.54 1.15 4.50
C -5.33 1.72 3.32
C -5.83 0.63 2.37
N -4.74 -0.30 1.96
O -4.00 0.29 1.07
C -6.98 -0.15 3.04
C -6.46 1.28 1.13
C -2.65 -1.55 2.47
H -5.07 -1.60 4.76
H -5.48 -2.36 3.22
H -4.01 -2.80 4.06
H -2.66 0.86 3.52
H -2.92 -0.22 4.87
H -5.21 0.61 5.18
H -4.12 1.97 5.08
H -6.17 2.30 3.68
H -4.69 2.41 2.77
H -7.30 -0.99 2.42
H -7.85 0.51 3.16
H -6.74 -0.52 4.03
H -5.77 1.95 0.63
H -7.33 1.87 1.43
H -6.79 0.53 0.42
H -2.93 -2.32 1.76
H -2.08 -2.02 3.27
H -1.97 -0.86 1.97
```

**Net charge**: 0
**<S²>**: 2.01
**Orbital gap (alpha / beta)**: 0.2952 / 0.3013 Eh
**E_HOMO (alpha / beta)**: -8.127 / -8.293 eV
**Electronic energy**: -70426.942 eV
**2S+1**: 3



(5)
Below is a cluster of 4 separate species, C23H49BN5O6S4 in total in a non-equilibrium geometry, with properties calculated with ωB97M-V with the def2-TZVPD basis set.

XYZ file:
```
88
C23H49BN5O6S4, DFT ωB97M-V with the def2-TZVPD basis set
C 2.86 2.15 4.42
C 3.20 1.05 3.76
C 2.26 0.33 2.83
N 2.90 -0.05 1.55
C 3.88 0.87 0.93
C 3.35 1.61 -0.29
C 2.46 2.79 0.07
O 1.13 2.30 0.24
C 3.17 -1.37 1.63
N 3.52 -2.13 0.61
B 3.64 -1.71 -0.84
O 2.45 -1.43 -1.41
C 5.01 -1.73 -1.56
C 5.35 -3.19 -1.99
N 2.99 -1.83 2.89
C 1.80 -1.03 3.38
C 1.74 -1.13 4.90
C 0.50 -1.60 2.74
C -0.06 -0.91 1.49
C -1.53 -1.30 1.24
C -2.50 -0.50 2.11
S -3.13 -1.35 3.60
C -4.59 -2.01 2.93
N -5.80 -1.61 3.15
N -6.63 -2.42 2.38
C -5.85 -3.24 1.76
O -4.54 -3.06 2.05
H 3.57 2.65 5.07
H 1.87 2.57 4.37
H 4.18 0.60 3.91
H 1.41 0.99 2.68
H 4.77 0.29 0.66
H 4.17 1.60 1.68
H 4.19 2.00 -0.86
H 2.73 0.95 -0.89
H 2.47 3.52 -0.74
H 2.79 3.28 1.00
H 0.62 2.93 0.76
H 3.75 -3.08 0.85
H 2.53 -1.01 -2.28
H 5.03 -1.08 -2.44
H 5.80 -1.39 -0.90
H 5.93 -3.16 -2.91
H 5.96 -3.69 -1.24
H 4.46 -3.79 -2.18
H 2.83 -2.83 2.94
H 1.27 -0.26 5.34
H 2.73 -1.26 5.32
H 1.15 -2.00 5.18
H -0.27 -1.67 3.51
H 0.72 -2.63 2.45
H 0.52 -1.16 0.61
H -0.02 0.18 1.57
H -1.74 -1.06 0.20
H -1.67 -2.36 1.41
H -2.05 0.42 2.49
H -3.38 -0.19 1.54
H -6.15 -4.00 1.06
C -7.17 0.70 1.13
S -7.26 1.52 -0.46
O -6.74 2.90 -0.24
C -9.05 1.63 -0.55
H -6.12 0.58 1.38
H -7.66 1.31 1.89
H -7.64 -0.29 1.07
H -9.42 2.18 0.31
H -9.47 0.63 -0.58
H -9.29 2.16 -1.47
C 3.71 -2.78 -7.25
S 4.27 -3.03 -5.56
O 5.22 -1.93 -5.25
C 5.26 -4.50 -5.88
H 3.11 -1.88 -7.26
H 4.58 -2.66 -7.90
H 3.11 -3.64 -7.56
H 6.00 -4.27 -6.64
H 4.60 -5.30 -6.21
H 5.75 -4.77 -4.95
C -4.79 4.85 -1.49
S -3.87 5.26 -2.97
O -2.43 5.21 -2.61
C -4.32 7.00 -3.02
H -4.61 3.81 -1.26
H -4.44 5.48 -0.67
H -5.86 4.99 -1.66
H -4.01 7.48 -2.09
H -5.40 7.09 -3.16
H -3.80 7.45 -3.86
```

**Net charge**: +1
**Orbital gap**: 0.2814 Eh
**E_HOMO**: -9.900 eV
**Electronic energy**: -88391.760 eV



(6)
Below is a structure of composition C23H49FNO7S2 in a non-equilibrium geometry, with properties calculated with ωB97M-V with the def2-TZVPD basis set.

XYZ file:
```
83
C23H49FNO7S2, DFT ωB97M-V with the def2-TZVPD basis set
C -0.06 1.73 4.63
C -0.66 2.30 3.34
C -0.45 1.27 2.22
C -1.48 1.38 1.12
C -2.86 0.89 1.55
C -3.10 -0.63 1.35
C -3.07 -1.41 2.68
C -3.76 -2.77 2.62
C -3.17 -3.88 1.75
C -1.75 -4.39 2.06
C -0.63 -3.85 1.13
C 0.53 -3.33 1.96
C 1.63 -2.70 1.10
C 3.00 -3.41 1.13
S 3.92 -2.89 -0.36
O 5.31 -2.93 -0.14
O 3.48 -3.60 -1.49
F 3.50 -1.39 -0.43
C 3.81 -2.79 2.28
O 3.31 -3.51 3.42
S 3.45 -5.04 2.95
O 4.76 -5.49 2.95
O 2.46 -5.74 3.63
O 2.97 -4.77 1.40
H -0.69 0.90 4.95
H 0.03 2.47 5.41
H 0.91 1.33 4.38
H -1.71 2.50 3.45
H -0.14 3.22 3.10
H 0.56 1.37 1.85
H -0.53 0.31 2.71
H -1.12 0.85 0.24
H -1.54 2.43 0.82
H -3.08 1.19 2.56
H -3.57 1.39 0.90
H -2.40 -1.03 0.64
H -4.11 -0.71 0.96
H -3.62 -0.81 3.40
H -2.05 -1.45 3.04
H -3.88 -3.13 3.64
H -4.76 -2.56 2.24
H -3.26 -3.66 0.70
H -3.82 -4.74 1.91
H -1.46 -4.22 3.09
H -1.75 -5.47 1.92
H -1.07 -3.06 0.53
H -0.22 -4.64 0.52
H 0.21 -2.59 2.68
H 0.88 -4.18 2.55
H 1.80 -1.69 1.42
H 1.29 -2.65 0.07
H 4.87 -3.07 2.22
H 3.80 -1.72 2.37
C -1.27 1.25 -2.99
C 0.14 1.61 -3.43
N 0.21 2.65 -4.54
C -0.47 2.08 -5.75
C 1.66 2.83 -4.96
C 2.62 3.43 -3.95
C -0.50 3.95 -4.24
C -0.14 4.71 -2.97
O -0.42 3.93 -1.83
C 0.41 4.20 -0.70
H -1.83 0.75 -3.78
H -1.19 0.55 -2.16
H -1.83 2.11 -2.64
H 0.64 0.73 -3.82
H 0.72 1.98 -2.60
H -0.03 1.12 -5.98
H -0.33 2.77 -6.58
H -1.53 1.97 -5.54
H 1.64 3.44 -5.86
H 2.00 1.83 -5.24
H 2.57 4.51 -3.95
H 3.64 3.17 -4.25
H 2.48 3.06 -2.94
H -1.55 3.71 -4.22
H -0.31 4.60 -5.10
H -0.78 5.60 -2.94
H 0.88 5.06 -2.97
H 0.93 5.15 -0.79
H 1.14 3.39 -0.59
H -0.22 4.22 0.19
```

**Net charge**: +1
**Orbital gap**: 0.3644 Eh
**E_HOMO**: -12.417 eV
**Electronic energy**: -64847.599 eV



Question: The lowest net charge belongs to which entry?
Answer: C23H46IN5OP